Molecular formula: C34H39N8S4SiTi
Method: DFT, ωB97M-V/def2-TZVPD

Geometry as XYZ:
```
87
Properties=species:S:1:pos:R:3:nbo_charge:R:1
Ti 0.1743 0.3922 0.7758 1.4061
N -2.1203 -1.0940 4.2198 -0.5238
C -1.8537 -0.4876 3.0793 0.3712
N -0.6622 -0.1706 2.6947 -0.6158
C 0.4394 -0.4363 3.5668 0.3371
N 1.5812 0.0759 3.3264 -0.2703
N 1.5748 0.8020 2.1293 -0.5098
C 2.6024 1.5964 1.7809 0.0142
C 2.4036 2.2557 0.5367 0.1036
C 3.2962 3.1729 -0.0242 -0.1751
C 2.9426 3.8372 -1.1720 -0.1756
C 1.6875 3.5988 -1.7536 -0.2776
C 0.8711 2.6571 -1.1957 0.0974
N 1.2070 1.9576 -0.0774 -0.5874
C 0.2212 -1.3033 4.7250 -0.0630
C 1.2555 -1.8288 5.4943 -0.1627
C 0.9703 -2.6291 6.5821 -0.2009
C -0.3585 -2.9044 6.9175 -0.1670
C -1.3921 -2.3898 6.1598 -0.2214
C -1.0881 -1.6015 5.0581 0.1259
H -3.0771 -1.2714 4.4645 0.4272
H -2.6941 -0.2552 2.4356 0.2188
H 3.4600 1.7557 2.4160 0.2197
H 4.2518 3.3453 0.4587 0.2236
H 3.6320 4.5391 -1.6318 0.2303
H 1.3698 4.1270 -2.6482 0.2343
H -0.0707 2.4041 -1.6504 0.2247
H 2.2786 -1.5865 5.2236 0.2434
H 1.7774 -3.0405 7.1810 0.2349
H -0.5850 -3.5276 7.7770 0.2346
H -2.4279 -2.5983 6.4185 0.2251
C 4.9658 0.7598 -3.1355 -0.5391
C 4.3896 -0.4537 -2.3997 -0.5354
S 2.6843 -0.2452 -1.8335 0.1936
C 1.7334 -1.3572 -2.9170 -0.5149
C 1.2945 -0.7816 -4.2747 -0.5603
S 0.4330 0.8110 -4.2055 0.1950
C 1.5626 1.8960 -5.1317 -0.5344
C 2.8802 2.2606 -4.4222 -0.5620
S 4.2228 1.0794 -4.7538 0.1861
H 6.0259 0.5850 -3.3394 0.2375
H 4.8848 1.6622 -2.5272 0.2201
H 4.9766 -0.6484 -1.4996 0.2197
H 4.4311 -1.3361 -3.0388 0.2278
H 0.8691 -1.6196 -2.3092 0.2242
H 2.3270 -2.2559 -3.0867 0.2247
H 0.6309 -1.4959 -4.7676 0.2287
H 2.1722 -0.6261 -4.8900 0.2438
H 0.9732 2.8021 -5.2754 0.2312
H 1.7432 1.4602 -6.1196 0.2266
H 2.7255 2.2945 -3.3463 0.2458
H 3.2265 3.2392 -4.7638 0.2182
C -4.2708 -1.2675 -2.3719 -1.1291
Si -4.7852 0.3814 -1.7500 1.6577
C -6.1960 0.0990 -0.5847 -1.1190
C -5.2785 1.4502 -3.1554 -1.1317
C -3.5307 1.3226 -0.6683 -0.4881
C -4.0042 2.4650 -0.0224 -0.1238
C -3.2544 3.1578 0.9229 -0.2676
C -2.0294 2.6582 1.2546 0.0560
N -1.5123 1.5840 0.6367 -0.5938
C -2.1950 0.9464 -0.3496 0.1063
S -1.2159 -0.2800 -1.1517 -0.2534
H -5.1695 -1.7413 -2.7988 0.2466
H -3.8850 -1.9144 -1.5774 0.2418
H -3.5075 -1.2019 -3.1552 0.2543
H -7.0456 -0.3739 -1.1037 0.2478
H -6.5616 1.0308 -0.1313 0.2355
H -5.8832 -0.5737 0.2244 0.2317
H -6.0666 0.9481 -3.7364 0.2497
H -4.4288 1.6297 -3.8249 0.2506
H -5.6724 2.4213 -2.8270 0.2418
H -5.0005 2.8397 -0.2666 0.2223
H -3.6291 4.0575 1.3967 0.2349
H -1.4198 3.1031 2.0252 0.2129
N 2.0571 -6.3812 2.9262 -0.2365
C 1.8229 -5.3763 2.4240 0.2454
C 1.5017 -4.0867 1.8034 -0.0928
C 2.4825 -3.1599 1.5616 -0.1602
C 2.1220 -1.9234 1.0506 0.0767
N 0.8635 -1.5792 0.7872 -0.5271
C -0.0707 -2.5282 0.9427 0.0621
C 0.2044 -3.7824 1.4613 -0.2109
H 3.5203 -3.3814 1.7706 0.2425
H 2.8641 -1.1780 0.8530 0.2341
H -1.0590 -2.2752 0.6250 0.2370
H -0.5860 -4.5124 1.5784 0.2476
```

Multiplicity: 3
Charge: +1
HOMO level (spin up / spin down): -8.9 / -10.3 eV

=====

Molecular formula: C7H12F3NO5S
Method: DFT, ωB97M-V/def2-TZVPD

Geometry as XYZ:
```
29
Properties=species:S:1:pos:R:3:nbo_charge:R:1
C 1.8984 -0.9581 -1.1390 -0.4543
N 1.9942 0.5429 -1.0382 -0.6313
C 0.7047 1.2599 -1.3292 -0.2644
C -0.6330 0.3065 -1.4134 -0.4585
C -1.9903 1.2692 -1.5098 0.0381
F -3.1423 0.3973 -1.8931 -0.3930
S 3.3844 1.2195 -1.8258 2.2632
O 4.5832 0.2388 -2.0175 -0.8313
O 3.1331 1.8805 -3.1999 -0.8303
F 3.9922 2.4664 -0.7591 -0.4719
H 1.2543 -1.3531 -0.2154 0.2283
H 2.9450 -1.5200 -1.0182 0.2642
H 1.4719 -1.3525 -2.1783 0.2165
H 0.5151 1.9969 -0.4095 0.2342
H 0.6974 1.9376 -2.2830 0.2400
H -0.5688 -0.3273 -2.4039 0.2220
H -0.7876 -0.3870 -0.4814 0.2439
H -2.1833 1.7004 -0.4376 0.1896
H -1.8454 2.1740 -2.2661 0.1844
C -2.0317 -1.2485 3.6221 -0.1332
C -1.4270 -2.0439 2.5161 0.4442
O -1.2339 -1.0930 1.4937 -0.4929
C -1.0430 0.0904 2.1416 0.9689
O -0.5763 1.0891 1.6194 -0.5746
O -1.4313 0.0197 3.4514 -0.4658
F -2.2917 -2.9816 2.0678 -0.3183
H -3.1185 -1.1509 3.5287 0.2097
H -1.8001 -1.6625 4.6071 0.2139
H -0.4695 -2.5107 2.7705 0.1587
```

HOMO level: -10.5 eV

=====

Molecular formula: C5H11NO2
Method: DFT, ωB97M-V/def2-TZVPD

Geometry as XYZ:
```
19
Properties=species:S:1:pos:R:3:nbo_charge:R:1
C 0.0917 -1.1542 -1.8589 -0.4794
N -0.1860 0.3086 -2.0419 -0.5916
C -0.3811 0.3401 -0.7224 0.5405
C 0.7484 0.4145 0.2408 -0.6031
C 0.6329 1.5001 1.2912 -0.6026
O 1.1967 -1.5032 2.0163 -1.2570
C -1.8374 0.5121 -0.2138 -0.1882
O -2.0727 0.9696 1.0388 -0.4526
H 0.0853 -1.6012 -2.8641 0.2074
H 1.0779 -1.4528 -1.4742 0.2033
H -0.6367 -1.8183 -1.3433 0.1813
H 0.7077 2.5302 0.9374 0.1728
H -2.2713 -0.5030 -0.1978 0.2082
H 1.0657 -0.6067 0.7045 0.4020
H 1.6417 0.6395 -0.3608 0.2014
H -0.3722 1.3906 1.7406 0.2523
H 1.3075 1.3732 2.1344 0.2312
H 1.5054 -2.4165 2.0054 0.4077
H -2.3033 1.0775 -1.0322 0.1664
```

Multiplicity: 2
Charge: -1
HOMO level (spin up / spin down): -3.4 / -3.3 eV

=====

Molecular formula: C8H13NO3STi
Method: DFT, ωB97M-V/def2-TZVPD

Geometry as XYZ:
```
27
Properties=species:S:1:pos:R:3:nbo_charge:R:1
C -1.0845 1.6617 -1.9286 -0.4272
C -1.5305 0.2992 -2.0185 -0.2707
C -0.3908 -0.5559 -2.0974 -0.2894
C 0.7878 0.2522 -2.0688 -0.2911
C 0.3781 1.6347 -2.0011 -0.3080
Ti -0.1455 1.1428 0.1152 1.2620
N 1.0071 2.6307 0.2742 -1.0964
C -1.8958 0.6876 1.2777 -0.7094
C -2.3563 -0.4810 0.7100 -0.4561
H -0.4202 -1.6386 -2.1973 0.2139
H -2.5583 -0.0392 -2.0269 0.2102
H 1.8048 -0.1022 -2.2142 0.2192
H 1.0292 2.4882 -2.1583 0.2549
H -1.7126 2.5486 -1.9359 0.2311
H -3.1519 -0.4406 -0.0504 0.1780
H -1.2388 0.6857 2.1994 0.2410
H 0.6347 3.2262 1.0533 0.3098
H -2.1311 -1.4968 1.0970 0.2253
H -2.2574 1.7436 1.0217 0.2136
C 2.7076 -2.1895 1.4736 -0.8840
S 1.1256 -1.4261 1.8165 2.3965
O 0.1595 -2.5000 1.7222 -0.9788
O 1.2489 -0.6613 3.0344 -0.9714
O 0.8929 -0.4010 0.6533 -0.9790
H 2.9978 -2.8251 2.3265 0.2330
H 3.4686 -1.4138 1.3368 0.2388
H 2.6313 -2.8299 0.5855 0.2341
```

Multiplicity: 2
Charge: -1
HOMO level (spin up / spin down): -2.2 / -3.7 eV

=====

Molecular formula: C42H37FIrN10O7
Method: DFT, ωB97M-V/def2-TZVPD

Geometry as XYZ:
```
98
Properties=species:S:1:pos:R:3:mulliken_charge:R:1
Ir 0.5814 0.2226 0.8586 2.5850
N -0.1832 3.4674 -2.1104 0.2929
C 0.1608 2.3933 -1.4033 -1.3402
N -0.2756 2.0963 -0.2175 0.2748
C -1.2349 2.9510 0.3548 -0.6789
N -1.8174 2.7038 1.4715 -1.3724
N -1.3606 1.5347 2.0466 0.7918
C -1.8657 1.2650 3.1676 -0.9970
C -1.3870 0.0940 3.9089 0.7313
C -1.9184 -0.2221 5.1430 -0.7937
C -1.4315 -1.3331 5.8174 -0.7173
C -0.4321 -2.0786 5.2248 -1.1151
C 0.0376 -1.6804 3.9787 -0.4583
N -0.4273 -0.6190 3.3281 0.7911
C -1.6094 4.1836 -0.3535 0.9656
C -2.4997 5.1156 0.1840 -0.3185
C -2.8208 6.2527 -0.5248 -0.8076
C -2.2586 6.4804 -1.7834 -0.4658
C -1.3788 5.5728 -2.3309 -1.0124
C -1.0625 4.4284 -1.6067 -0.1248
H 0.2423 3.6071 -3.0125 0.3140
H 0.8589 1.7232 -1.8894 0.7687
H -2.6254 1.9124 3.6071 0.3278
H -2.7011 0.3960 5.5649 0.4951
H -1.8260 -1.6060 6.7874 0.4909
H -0.0067 -2.9443 5.7118 0.5024
H 0.8169 -2.2435 3.4814 0.6140
H -2.9224 4.9215 1.1597 0.5065
H -3.5092 6.9734 -0.1052 0.4312
H -2.5122 7.3760 -2.3349 0.4194
H -0.9369 5.7434 -3.3056 0.4257
C -3.4826 -2.9360 -4.7008 -1.0487
O -2.5021 -2.9343 -3.6709 -0.2587
C -1.4017 -3.7049 -3.8406 0.4587
C -1.1249 -4.4726 -4.9616 -0.5669
C 0.0449 -5.2260 -5.0106 -0.7896
C 0.9244 -5.2352 -3.9433 -0.8753
C 0.6349 -4.4819 -2.8102 0.2395
C -0.5042 -3.6974 -2.7647 -0.1247
N -0.8428 -2.9026 -1.6353 0.0748
C -0.1341 -1.8290 -1.1945 0.2277
N 1.0956 -1.6716 -1.7226 0.6027
C 1.9840 -0.5836 -1.6078 0.1462
C 1.9440 0.3462 -0.5754 -1.2416
C 2.9248 1.3492 -0.5756 0.3767
C 3.8818 1.4312 -1.5765 -1.0664
C 3.8980 0.4985 -2.6098 -0.4004
C 2.9483 -0.5022 -2.6187 0.8360
O 2.9573 -1.4858 -3.5809 -0.6006
C 2.1800 -1.1821 -4.7421 -0.6712
N -0.6349 -0.9932 -0.3106 0.3741
C -1.9833 -1.2484 0.1261 -0.9189
C -2.1674 -1.9686 1.3027 -0.3272
C -3.4265 -2.2409 1.8058 -0.9700
C -4.5447 -1.7981 1.1104 -0.7281
C -4.3826 -1.1245 -0.0864 -0.4275
C -3.1158 -0.8571 -0.5981 0.4137
O -3.0975 -0.3155 -1.8560 -0.4131
C -2.3514 0.8673 -2.0987 -0.2713
H -4.2752 -2.2797 -4.3559 0.2116
H -3.8805 -3.9394 -4.8621 0.4202
H -3.0695 -2.5498 -5.6347 0.4232
H -1.8088 -4.4879 -5.7979 0.4396
H 0.2549 -5.8182 -5.8916 0.4062
H 1.8215 -5.8378 -3.9746 0.4142
H 1.2919 -4.5163 -1.9487 0.5046
H -1.8296 -2.8692 -1.4204 0.2102
H 1.3711 -2.3380 -2.4307 0.2920
H 2.9160 2.0962 0.2087 0.5702
H 4.6225 2.2210 -1.5502 0.4949
H 4.6444 0.5259 -3.3934 0.5095
H 2.7311 -0.5136 -5.4052 0.3477
H 1.2312 -0.7154 -4.4627 0.1899
H 1.9831 -2.1221 -5.2527 0.2430
H -1.2836 -2.3289 1.8088 0.6147
H -3.5321 -2.8054 2.7231 0.4907
H -5.5399 -1.9893 1.4900 0.4296
H -5.2350 -0.7943 -0.6657 0.5307
H -2.7134 1.2631 -3.0456 0.3569
H -1.2836 0.6595 -2.1723 -0.1443
H -2.5260 1.6030 -1.3097 0.2493
F 5.5638 3.8066 4.2642 -0.3040
C 4.8196 2.7494 4.5840 0.2502
C 4.7199 1.7037 3.7708 -0.0139
N 3.9624 0.5899 4.1029 0.2514
C 3.7251 -0.4580 3.1328 -2.0625
C 2.4997 -0.1730 2.3185 1.8472
O 1.9034 -1.1167 1.6880 -0.8626
O 2.0122 0.9997 2.2078 -0.8861
C 3.1955 0.5512 5.2506 0.4736
O 2.4345 -0.3647 5.4922 -0.6025
N 3.3624 1.6332 6.0828 -0.0604
C 4.1165 2.7928 5.8622 0.2876
O 4.1429 3.6946 6.6579 -0.5825
H 5.2351 1.6750 2.8209 0.4288
H 3.5951 -1.4103 3.6383 0.4107
H 4.5797 -0.5354 2.4594 0.3975
H 2.8254 1.6102 6.9386 0.2468
```

Charge: +1
HOMO level: -10.3 eV

=====

Molecular formula: C18H21N5O4
Method: DFT, ωB97M-V/def2-TZVPD

Geometry as XYZ:
```
48
Properties=species:S:1:pos:R:3:nbo_charge:R:1
N 2.2361 1.1502 1.6381 -0.4374
N -2.2834 1.8682 0.9070 -0.5822
N -1.7083 2.4813 3.1066 -0.5483
O 1.0478 -0.6353 2.1062 -0.3973
O -0.9497 -3.4536 -2.9649 -0.7073
O -1.2855 0.0475 -4.8521 -0.7277
O -0.1838 1.4678 -3.2477 -0.7335
C 1.0885 0.6209 1.8460 0.5134
C -2.5787 2.2165 2.1903 0.5803
C -1.0160 1.3514 0.7562 0.4823
C -0.4578 2.0648 2.9187 0.3483
C 5.0841 -1.2997 1.6132 -0.2043
C 4.3611 -2.4814 1.7838 -0.2227
C 4.4263 -0.0456 1.4648 -0.2055
C 2.9801 -2.3498 2.0240 -0.2448
C 3.0760 0.0330 1.7628 0.0542
C 2.2894 -1.1012 2.0267 0.2213
C -0.1345 1.3699 1.8106 -0.3251
N -3.6867 2.9935 2.3388 -0.7903
N -0.6174 0.6382 -0.3265 -0.5936
C 0.5120 2.4449 3.9785 -0.6523
C -2.1902 -2.8585 -3.3055 -0.0512
C -1.9578 -1.1225 -1.5654 -0.3896
C -2.1460 -1.3538 -3.0224 -0.2877
C -1.0018 -0.6633 -3.7413 0.0843
C -0.3436 0.1868 -2.6731 0.0673
C -1.3735 0.3278 -1.5881 -0.0715
H -1.1197 -3.6797 -2.0088 0.4645
H -0.7971 0.9365 -4.7785 0.5014
H -0.4790 2.1657 -2.5536 0.4941
H 6.1525 -1.3083 1.4325 0.2155
H 4.8947 -3.4359 1.8932 0.2302
H 4.8659 0.8704 1.1168 0.2291
H 2.4915 -3.3367 1.9404 0.2230
H -3.5386 3.7785 2.9554 0.3985
H -3.9809 3.1833 1.4103 0.3842
H 0.2769 0.1492 -0.0899 0.3994
H 1.2236 1.6183 4.1915 0.2223
H 1.0632 3.2836 3.5059 0.2410
H 0.0888 2.8038 4.8928 0.2377
H -3.0057 -3.2807 -2.7215 0.1599
H -2.4249 -2.9207 -4.3480 0.1867
H -2.8432 -1.2698 -0.9689 0.2261
H -1.1401 -1.8702 -1.2215 0.1840
H -3.0693 -0.9661 -3.3313 0.2196
H -0.2412 -1.3869 -4.1558 0.1710
H 0.5943 -0.2659 -2.3931 0.1870
H -2.1987 1.0332 -1.7532 0.2452
```

HOMO level: -8.5 eV

=====

Molecular formula: C11H11N2O
Method: DFT, ωB97M-V/def2-TZVPD

Geometry as XYZ:
```
25
Properties=species:S:1:pos:R:3:nbo_charge:R:1
C -0.1798 2.4633 -0.4139 -0.1178
C -1.4855 2.0952 -0.3482 -0.2183
C -2.4232 -1.8727 0.4002 -0.2526
C -3.4266 -0.8867 0.0909 0.1129
C -1.0870 -1.4928 0.3852 0.0718
C 0.9105 1.5336 -0.3029 -0.0121
C 0.4920 0.2067 0.0086 0.2078
C -1.8940 0.7804 -0.0066 0.3827
C 2.0770 -1.8406 1.1146 -0.5703
C 1.6762 -1.2803 -0.0076 0.3936
C 2.3125 1.8875 -0.4656 -0.6365
N -3.1725 0.3825 -0.1247 -0.3780
N -0.8161 -0.2009 0.0768 -0.3300
O 1.9071 -1.3387 -1.2857 -0.6479
H 0.1537 3.5658 -0.5988 0.2523
H -2.2372 2.8422 -0.3849 0.2621
H -2.6787 -2.9012 0.7215 0.2628
H -4.5180 -1.0663 0.2822 0.2376
H -0.3332 -2.1988 0.6095 0.2590
H 2.4806 -2.8241 0.9067 0.2247
H 1.9053 -1.5697 2.1400 0.2607
H 2.3852 2.5019 -1.3105 0.2462
H 2.6366 2.4662 0.3279 0.2458
H 2.8651 0.8907 -0.4058 0.2412
H 2.4499 -2.1433 -1.4092 0.5022
```

Charge: +1
HOMO level: -13.1 eV

=====

What did we get for DFT total energy? Answer: -4488.7148, -1402.5129, -402.1362, -1840.7291, -2901.0159, -1273.1786, -610.1611 Eh, in the order shown.